A 2-piece molecular cluster, C6H14N2O2 overall at a distorted geometry, computed with wB97M-V/def2-TZVPD.

```
24
Properties=species:S:1:pos:R:3:forces:R:3
C 0.9597 2.2893 -1.0427 -2.96 -1.21 -1.61
N 1.0421 0.8118 -1.1611 2.04 2.03 -0.39
C 2.3219 0.2866 -1.1745 -1.50 -0.83 -1.08
C 2.3000 -1.2351 -0.9254 -0.65 0.14 -1.99
O 3.2594 0.9481 -1.5549 0.71 -0.21 0.48
H 1.8683 2.7733 -1.2364 1.22 0.36 -0.40
H 0.1298 2.6601 -1.7370 1.29 -0.33 0.69
H 0.6119 2.4839 -0.0700 -0.29 0.57 1.41
H 0.3296 0.3483 -0.6744 -0.85 -0.85 0.86
H 2.6263 -1.4335 0.0764 -0.05 -0.34 0.55
H 1.2219 -1.5529 -1.1592 1.67 0.05 0.72
H 2.9843 -1.7531 -1.6596 -0.67 0.64 0.88
C -0.8890 -2.2464 1.5233 2.45 2.52 3.97
N -2.0934 -1.5089 1.0942 1.28 -0.30 -0.01
C -2.1185 -0.1349 1.1235 1.33 -0.21 -0.97
C -3.3698 0.6077 0.6767 -0.08 -2.82 -2.01
O -1.0601 0.4609 1.2927 -0.51 0.06 0.28
H -0.8688 -3.2717 1.3457 -0.97 -1.73 -0.40
H 0.2129 -1.9865 1.2893 -2.22 0.72 -0.94
H -0.7178 -2.0678 2.7069 -0.84 -0.72 -2.29
H -2.9311 -2.0555 1.1444 -0.32 0.13 -0.13
H -4.0534 -0.1562 0.1605 0.42 0.91 1.29
H -3.8209 1.0672 1.5378 -0.29 0.78 -0.25
H -3.0542 1.1494 -0.2442 -0.22 0.66 1.33
```
Positions in Å, forces in eV/Å.

## Properties
HOMO level in eV: -9.22
SMILES string: CNC(C)=O.CNC(C)=O
DFT total energy in a.u.: -496.98527
Largest force on an atom in eV/A: 5.31
Multiplicity: 1
Relative energy (zero: lowest compared OMol25 entry of this formula, charge and spin) in kcal per mole: 45.3
E_LUMO in eV: 0.569